(1)
This record from the OMol25 dataset describes a structure of composition C40H53N7O5S2ScSi. The level of theory is ωB97M-V with the def2-TZVPD basis set.

Results
Spin multiplicity: 1
Molar mass, u: 849.08
Total charge: +1
E, hartree: -4162.281523
Frontier orbital gap, eV: 6.8

Last column: Mulliken charge in e.
Geometry (Å):
Sc -0.71572 -0.52363 0.49087  -2.212
C -2.40403 -1.07654 -3.73008  -1.767
C -1.67120 -0.61241 -2.51574  0.236
N -1.18810 -1.42942 -1.63812  1.738
N -1.16605 -2.74182 -2.06580  -1.174
C -1.46429 -3.63615 -1.15005  0.344
N -1.18881 -4.92799 -1.51957  -0.329
S -2.16519 -3.34531 0.37594  -0.489
C -1.38340 0.82742 -2.30393  0.610
C -1.59711 1.78609 -3.28342  -1.010
C -1.14141 3.08012 -3.06653  -1.328
C -0.46931 3.37583 -1.89518  -0.862
C -0.31339 2.36529 -0.95908  -0.409
N -0.77748 1.13384 -1.14711  1.564
H -3.02843 -1.92752 -3.46493  0.413
H -1.71441 -1.42899 -4.49945  0.108
H -3.02632 -0.28923 -4.14773  0.643
H -1.02961 -5.07890 -2.50367  0.274
H -1.68595 -5.64902 -1.02481  0.246
H -2.08822 1.52720 -4.20830  0.474
H -1.29570 3.84155 -3.81965  0.485
H -0.08309 4.36275 -1.68748  0.572
H 0.21690 2.53699 -0.03607  0.193
O 1.51833 -3.96641 2.46863  -0.481
C 0.70849 -3.01255 2.02757  -0.607
O 0.77129 -2.49991 0.93103  0.446
C -0.36703 -2.64359 2.98999  0.212
C -0.63530 -3.30467 4.17710  -0.621
C -1.81875 -2.99984 4.83487  -0.988
C -2.67488 -2.05651 4.28550  -0.763
C -2.28633 -1.41566 3.11993  0.384
N -1.15957 -1.70673 2.49049  1.721
C -3.11089 -0.43630 2.34555  0.038
O -4.11698 0.19029 2.91945  -0.566
O -2.86106 -0.24333 1.16821  -0.564
H 2.13895 -4.20113 1.76135  0.372
H 0.04036 -4.06288 4.54345  0.624
H -2.08572 -3.51309 5.74775  0.501
H -3.62393 -1.84064 4.75684  0.580
H -4.08807 0.10523 3.88577  0.305
C 4.55162 -3.94879 -4.32194  -0.818
C 4.58756 -3.94360 -2.79881  -0.500
C 3.24550 -4.31839 -2.17657  -0.885
C 2.19017 -3.22826 -2.27035  1.046
N 2.55221 -2.11532 -1.38146  0.137
C 2.20691 -0.82493 -1.41820  0.122
S 2.02693 0.02993 0.07535  -0.459
N 2.05991 -0.15830 -2.55842  0.247
C 2.43258 -0.55004 -3.91274  -1.236
C 1.23187 -0.96301 -4.75127  0.960
C 1.61906 -1.44325 -6.14678  -0.593
C 2.16423 -0.33918 -7.04490  -1.363
H 5.51156 -3.65546 -4.74574  0.331
H 3.79970 -3.26359 -4.72125  -0.100
H 4.31303 -4.94430 -4.69998  0.389
H 4.89853 -2.96278 -2.42697  0.277
H 5.34803 -4.64942 -2.45944  0.410
H 3.37974 -4.57712 -1.11991  0.272
H 2.84980 -5.21646 -2.65862  0.441
H 1.21379 -3.60235 -1.95497  -0.812
H 2.07400 -2.87856 -3.29183  -0.258
H 2.65726 -2.40438 -0.41956  0.395
H 1.77631 0.80058 -2.41673  0.183
H 3.18111 -1.34193 -3.85370  0.086
H 2.93590 0.30970 -4.35775  0.637
H 0.56078 -0.09889 -4.83454  0.415
H 0.67188 -1.73652 -4.21809  -0.490
H 0.74189 -1.89385 -6.61574  0.419
H 2.35959 -2.24508 -6.06132  0.129
H 1.44956 0.48231 -7.12727  0.311
H 2.35834 -0.70939 -8.05039  0.418
H 3.10162 0.07349 -6.66964  0.330
C 1.14646 3.93942 4.21126  -1.945
C 1.21184 2.85558 3.12637  2.183
C 2.02115 3.36748 1.92827  -1.496
C 1.94428 1.63788 3.71156  -1.584
Si -0.51823 2.29254 2.63596  -2.532
O -0.46591 0.88894 1.77656  3.839
C -1.49093 3.56322 1.64351  1.374
C -1.13507 4.90462 1.48648  -0.689
C -1.90002 5.77407 0.71661  -0.972
C -3.05067 5.31986 0.09142  -0.669
C -3.43873 3.99585 0.24838  -0.916
C -2.66715 3.13531 1.01349  0.125
C -1.52012 1.99348 4.20295  0.979
C -1.30401 0.87120 5.00719  0.054
C -2.05559 0.64038 6.15373  -0.828
C -3.04882 1.53825 6.52264  -0.825
C -3.26841 2.67171 5.75152  -0.846
C -2.51017 2.89375 4.61028  -0.349
H 2.16099 4.19591 4.53123  0.530
H 0.59834 3.60298 5.09249  0.306
H 0.67538 4.86032 3.86593  0.259
H 3.01183 3.68787 2.26565  0.622
H 1.55574 4.22382 1.43850  0.212
H 2.17560 2.59013 1.17618  0.172
H 2.97670 1.90893 3.95262  0.521
H 1.97675 0.79968 3.01125  0.073
H 1.47701 1.29464 4.63714  0.305
H -0.24761 5.29388 1.96601  0.177
H -1.59875 6.80826 0.61214  0.443
H -3.64932 5.99653 -0.50429  0.397
H -4.34385 3.63547 -0.22334  0.489
H -2.98910 2.10552 1.10998  0.270
H -0.51587 0.17173 4.74706  0.163
H -1.85804 -0.22915 6.76913  0.513
H -3.63496 1.36615 7.41608  0.414
H -4.02991 3.38373 6.04146  0.447
H -2.71038 3.77485 4.01258  0.427

=====

(2)
This record from the OMol25 dataset describes a structure of composition C40H55BBr2N9PtS at a distorted geometry. The level of theory is ωB97M-V with the def2-TZVPD basis set.

Results
Spin multiplicity: 1
Molar mass, u: 1059.71
Total charge: +3
E, hartree: -7739.506692
Frontier orbital gap (alpha / beta), eV: 5.9 / 5.6

Last column: Mulliken charge in e.
Geometry (Å):
Pt -0.39064 1.13360 0.39430  2.870
C -1.46682 3.74807 -3.93350  -1.603
C -0.87523 3.49380 -2.53849  1.112
C -1.97905 3.65547 -1.50125  -1.106
C -0.12254 2.18376 -2.53676  -0.103
C 0.60344 1.73560 -3.62983  -1.319
C 1.20176 0.53750 -3.29269  0.202
C 2.09739 -0.27620 -4.18287  0.078
C 1.43673 -1.55963 -4.70821  -1.386
C 3.47271 -0.51566 -3.55185  -1.066
N 0.86166 0.25194 -2.02325  0.990
N 0.05195 1.25050 -1.55891  0.275
B 0.90061 -1.10472 -1.28986  -0.620
N 1.65697 -0.99208 0.02772  0.847
N 1.33366 0.06653 0.81567  -0.201
C 2.14485 0.09226 1.90132  -0.320
C 2.99911 -0.98706 1.77802  -1.088
C 2.66766 -1.66933 0.60952  0.132
C 3.35812 -2.95885 0.21369  0.411
C 3.07811 -3.60284 -1.14050  -1.584
C 3.09525 -3.99157 1.32630  -1.377
C 2.11565 1.12481 2.98961  1.853
C 3.53763 1.55207 3.36019  -1.683
C 1.39221 0.58860 4.23376  -1.588
N -0.57591 -1.42888 -1.00090  0.852
N -1.39910 -0.45910 -0.49762  0.354
C -2.68576 -0.89250 -0.56456  -0.806
C -2.65374 -2.14990 -1.14531  -1.069
C -1.33286 -2.46181 -1.41269  0.588
C -0.79809 -3.73295 -1.99960  1.440
C -0.88320 -4.84956 -0.95167  -1.628
C -1.56169 -4.10579 -3.27382  -1.679
C -3.97849 -0.21995 -0.15298  0.458
C -3.87929 1.25006 0.22629  -1.081
C -4.68551 -1.02249 0.94299  -1.758
H -2.11783 4.62156 -3.89808  0.442
H -0.69342 3.95084 -4.67285  0.452
H -2.05548 2.89371 -4.27127  0.408
H -0.12634 4.26772 -2.37304  -0.092
H -2.90144 3.22954 -1.88471  0.436
H -1.76578 3.17889 -0.54043  -0.226
H -2.16951 4.71282 -1.31071  0.496
H 0.68134 2.23275 -4.58270  0.606
H 2.25251 0.36079 -5.05526  0.606
H 1.35326 -2.32494 -3.93623  0.091
H 0.44053 -1.35465 -5.10404  0.397
H 2.04182 -1.96753 -5.51689  0.500
H 3.39549 -1.01199 -2.58399  -0.010
H 4.07915 -1.13779 -4.20915  0.427
H 4.00093 0.42809 -3.40251  0.341
H 1.40352 -1.91627 -1.97286  -0.873
H 3.78390 -1.25819 2.46606  0.694
H 4.42366 -2.72038 0.25276  0.580
H 2.03896 -3.92635 -1.21919  0.255
H 3.31681 -2.96012 -1.98513  0.184
H 3.69918 -4.49372 -1.22419  0.578
H 2.03027 -4.23567 1.37749  0.241
H 3.64381 -4.90573 1.10407  0.460
H 3.41362 -3.63976 2.30672  0.424
H 1.57849 1.99268 2.61112  -0.714
H 4.08471 0.72959 3.82344  0.374
H 4.10266 1.89468 2.49179  0.373
H 3.50147 2.36545 4.08539  0.467
H 1.94018 -0.25721 4.65229  0.400
H 1.33986 1.36524 4.99889  0.445
H 0.38194 0.25309 4.01037  0.351
H -3.51650 -2.75851 -1.36574  0.750
H 0.25040 -3.58952 -2.25616  -0.562
H -1.91926 -5.02319 -0.65383  0.374
H -0.49727 -5.77827 -1.37189  0.454
H -0.29907 -4.61043 -0.05819  0.310
H -2.59143 -4.38886 -3.04757  0.396
H -1.58067 -3.28271 -3.98915  0.360
H -1.08542 -4.96321 -3.74764  0.453
H -4.61361 -0.28987 -1.03885  0.804
H -3.04341 1.45494 0.90213  0.305
H -3.76228 1.86123 -0.65696  -0.287
H -4.79267 1.56926 0.72789  0.654
H -4.13526 -0.97474 1.87813  0.390
H -5.67825 -0.60685 1.11254  0.524
H -4.80234 -2.07041 0.66640  0.418
Br -2.41069 4.79147 6.06199  -0.022
C -1.76318 3.84873 4.61282  -0.795
C -0.80060 4.39436 3.77750  -1.220
C -0.38140 3.66120 2.68826  -0.437
N -0.85230 2.43915 2.38736  0.409
C -1.70781 1.88380 3.25929  0.631
C -2.19437 2.55493 4.36178  -1.228
C -1.93306 0.44777 3.05519  0.436
C -2.72138 -0.31486 3.89220  -1.139
C -2.70155 -1.69908 3.77378  -0.871
Br -3.77165 -2.73688 4.86126  0.006
C -1.86499 -2.28437 2.83545  -1.207
C -1.15256 -1.46514 1.99107  -0.055
N -1.19405 -0.12600 2.08355  1.417
H -0.37862 5.37142 3.97081  0.548
H 0.37102 4.06988 2.04715  1.064
H -2.88362 2.08270 5.04667  0.606
H -3.33842 0.14507 4.65002  0.654
H -1.78870 -3.35888 2.74138  0.661
H -0.50483 -1.88856 1.23775  0.185
S 2.13227 4.97739 -0.66659  -0.126
C 3.07280 3.55368 -0.74654  -0.433
C 2.36992 2.49464 -0.29762  -0.970
N 1.08054 2.81889 0.10820  0.559
C 0.83371 4.10263 -0.05595  -0.879
H 4.09251 3.57692 -1.09955  0.535
H 2.73292 1.48604 -0.21884  0.402
H -0.11068 4.57338 0.17108  0.419